Computed, not measured: a 3-piece molecular cluster, C14H40FN7O6P2S overall in a non-equilibrium geometry, with ωB97M-V/def2-TZVPD.

The geometry in XYZ format:
```
71
Properties=species:S:1:pos:R:3:lowdin_charge:R:1
N -2.5236 -1.7904 -0.5837 0.00
O -1.8631 -0.9928 0.4342 -0.41
S -1.4987 0.4359 -0.3199 0.94
O -1.4667 1.4067 0.7466 -0.38
O -0.0015 0.1048 -0.8133 -0.32
C 0.9795 -0.0619 0.2156 -0.12
C 2.3466 0.2050 -0.3689 -0.43
O 3.3276 0.4160 0.2509 0.18
F 2.3482 0.2072 -1.7129 0.11
H -3.2919 -1.2282 -0.9420 0.06
H -2.9031 -2.5727 -0.0642 0.08
H 0.9671 -1.0759 0.6182 0.14
H 0.8522 0.6439 1.0358 0.13
O 0.6868 -1.4341 3.9412 -0.29
P 0.1451 -2.2791 5.0288 0.60
N 0.6197 -3.8569 4.6235 -0.30
C 0.1317 -5.0602 5.2723 -0.13
C 2.0197 -4.0166 4.2394 -0.13
N -1.5484 -2.0987 4.8235 -0.32
C -2.4187 -3.2389 4.6117 -0.14
C -1.9481 -0.9652 3.9956 -0.13
N 0.0463 -2.4573 6.7222 -0.28
C -0.8112 -1.4936 7.4421 -0.12
C 1.3923 -2.3940 7.3408 -0.12
H 0.5491 -5.2133 6.2768 0.08
H 0.4128 -5.9223 4.6634 0.08
H -0.9475 -5.0811 5.3499 0.04
H 2.6805 -4.1429 5.1075 0.07
H 2.3624 -3.1525 3.6746 0.07
H 2.1335 -4.8955 3.6012 0.08
H -2.1490 -3.8251 3.7232 0.09
H -3.4461 -2.8909 4.4883 0.08
H -2.4340 -3.8921 5.4850 0.07
H -1.8551 -1.1762 2.9259 0.06
H -1.3421 -0.0896 4.2139 0.07
H -2.9846 -0.6909 4.2093 0.08
H -0.5769 -0.4524 7.2026 0.09
H -0.6703 -1.6405 8.5137 0.08
H -1.8588 -1.6735 7.2263 0.07
H 1.8650 -1.4160 7.2091 0.09
H 2.0473 -3.1506 6.9078 0.06
H 1.3184 -2.6024 8.4073 0.08
O -1.1065 2.1108 -3.9072 -0.29
P -0.0772 2.5558 -4.8725 0.60
N 0.5592 3.9780 -4.2071 -0.29
C 1.4402 4.8972 -4.9039 -0.13
C 0.9107 3.9075 -2.7902 -0.12
N -1.0200 2.9191 -6.2624 -0.32
C -0.9903 4.2304 -6.8830 -0.14
C -2.3720 2.3724 -6.2590 -0.14
N 1.2790 2.0482 -5.7760 -0.28
C 1.0174 1.1267 -6.8990 -0.12
C 2.2725 1.3987 -4.8887 -0.12
H 2.4640 4.5162 -5.0192 0.08
H 1.4963 5.8259 -4.3317 0.08
H 1.0688 5.1656 -5.8842 0.04
H 1.9151 3.4937 -2.6286 0.07
H 0.1969 3.2896 -2.2494 0.07
H 0.8839 4.9060 -2.3494 0.08
H -1.2867 5.0352 -6.1984 0.09
H -1.6724 4.2434 -7.7354 0.08
H -0.0041 4.4489 -7.2941 0.07
H -3.0722 2.9733 -5.6665 0.08
H -2.3826 1.3602 -5.8636 0.07
H -2.7391 2.3253 -7.2878 0.08
H 0.4257 0.2543 -6.6061 0.09
H 1.9747 0.7777 -7.2884 0.08
H 0.5069 1.6388 -7.7077 0.07
H 1.8760 0.4847 -4.4368 0.08
H 2.5671 2.0720 -4.0835 0.06
H 3.1761 1.1497 -5.4436 0.08
```

Its energy above the lowest of the compared OMol25 structures with the same formula, charge and spin is 0.0 kJ/mol. Its LUMO energy is 0.6 eV. As for the electronic energy: -2572.870682 hartree. For the molar mass, the calculation gives 515.53 g/mol. The value obtained for the HOMO energy is -8.4341 eV.

---

Computed, not measured: C26H54Cl3MnN5O4PSi as an isolated structure in a non-equilibrium geometry, with ωB97M-V/def2-TZVPD.

The geometry in XYZ format:
```
95
Properties=species:S:1:pos:R:3:mulliken_spin:R:1
C 4.3017 0.6533 -3.7731 0.00
C 3.8192 1.1248 -2.4216 -0.01
H 5.3717 0.3949 -3.7141 0.00
H 4.1530 1.4222 -4.5444 0.00
H 3.7671 -0.2517 -4.0720 0.00
C 4.4800 2.1143 -1.7033 0.01
C 5.7006 2.8005 -2.1590 0.00
H 4.0429 2.4460 -0.7653 0.00
H 5.4767 3.5250 -2.9595 0.00
H 6.4930 2.1208 -2.5169 0.00
H 6.1130 3.3574 -1.3081 0.00
Mn -2.1544 -0.9900 -0.8944 4.69
Cl -2.0041 -3.0445 -1.7713 0.10
Cl -3.9310 0.2636 -1.3999 0.10
H -7.4917 -2.0788 0.0796 0.00
H -6.5661 -3.4060 -2.0595 0.00
C -6.4863 -1.6338 0.1316 0.00
C -5.6475 -2.8308 -1.8735 0.00
N -5.5121 -2.5367 -0.4533 0.01
H -6.2126 -1.4460 1.1750 0.00
C -4.5024 -3.0294 0.2820 -0.02
O -4.1705 -2.6378 1.4165 0.01
H -4.7738 -3.3963 -2.2138 0.00
H -3.9607 -3.8440 -0.2372 0.00
H -6.4938 -0.6937 -0.4350 0.00
H -5.7053 -1.8879 -2.4317 0.00
H 1.0414 3.8409 -1.8816 0.00
H 3.1825 4.0904 0.0006 0.00
C 0.5997 4.4375 -1.0638 0.00
C 2.3771 4.5028 0.6287 0.00
N 1.0834 3.9794 0.2225 0.00
H -0.4874 4.3480 -1.0798 0.00
C 0.2765 3.2643 1.0638 0.00
O -0.8414 2.8423 0.7604 0.00
H 2.5784 4.2343 1.6724 0.00
H 0.7326 3.1218 2.0686 0.00
H 0.9036 5.4803 -1.2173 0.00
H 2.3957 5.5975 0.5137 0.00
O 2.2375 1.1799 -2.2385 0.00
C 2.9520 0.0900 -1.6691 -0.01
C 2.5864 1.0173 0.6220 0.01
C 3.1027 0.0011 -0.1885 0.01
H 1.8667 1.7102 0.1871 0.00
C 3.0709 1.1911 1.9109 0.00
H 2.7939 -0.8662 -2.2045 0.00
C 3.8963 -1.0071 0.4054 0.00
H 2.7041 2.0144 2.5094 0.00
C 4.0056 0.3100 2.4442 0.00
C 4.4036 -0.7964 1.6880 0.00
H 4.1397 -1.8881 -0.2011 0.00
H 4.4529 0.5082 3.4198 0.00
H 5.0926 -1.5223 2.1104 0.00
Si 0.1343 1.0711 -3.3858 0.00
Cl -0.2237 0.1055 -1.1693 0.05
C -1.0153 2.5203 -3.1817 0.00
C -0.9029 -0.3650 -4.0605 0.02
C 1.4475 1.3761 -4.6370 0.00
H -0.6158 3.3339 -2.5838 0.00
H -1.9484 2.1709 -2.7113 0.00
H -1.2263 2.9302 -4.1840 0.00
H 2.1193 2.1940 -4.3354 0.00
H 0.9967 1.6201 -5.6134 0.00
H 1.9751 0.4109 -4.7260 0.00
H -0.4236 -1.3280 -3.8557 0.00
H -0.9835 -0.2581 -5.1495 0.00
H -1.9222 -0.4014 -3.6455 0.00
C 1.3860 -1.6837 3.9505 0.00
N 0.1296 -0.9451 3.9818 0.00
C 0.3405 0.4588 4.3393 0.00
P -0.9215 -1.2779 2.7086 0.01
O -0.4743 -0.9716 1.3210 -0.05
N -1.0722 -2.9224 2.8316 0.00
C -1.1449 -3.7770 1.6611 0.01
C -1.4523 -3.5756 4.0644 0.00
N -2.2672 -0.3634 3.0725 -0.01
C -3.1617 -0.7382 4.1471 0.00
C -2.7972 0.6494 2.1544 0.10
H 1.8787 -1.5972 4.9223 0.00
H 2.0694 -1.2908 3.1860 0.00
H 1.1879 -2.7373 3.7563 0.00
H 1.0265 0.9664 3.6361 0.00
H -0.6174 0.9890 4.3655 0.00
H 0.7932 0.5131 5.3391 0.00
H -0.5979 -3.3326 0.8271 0.01
H -0.7063 -4.7513 1.9045 0.00
H -2.1843 -3.9312 1.3462 0.00
H -0.9834 -4.5678 4.0827 0.00
H -1.1008 -3.0056 4.9318 0.00
H -2.5414 -3.7235 4.1303 0.00
H -2.5994 -1.0051 5.0485 0.00
H -3.8144 0.1101 4.3840 0.00
H -3.7958 -1.5752 3.8296 0.00
H -3.5136 1.2839 2.7043 0.00
H -2.0006 1.2927 1.7312 -0.02
H -3.3478 0.1805 1.3137 -0.02
```

Its charge is -1. Its LUMO energy (alpha / beta) is 2.7 / 2.6 eV. The spin multiplicity is 6. As for the electronic energy: -4760.429861 hartree. For the molar mass, the calculation gives 721.11 g/mol. The value obtained for the HOMO energy (alpha / beta) is -2.4458 / -2.4415 eV.